No. 1
{
  "formula": "C4H10N2",
  "method": "ωB97M-V/def2-TZVPD",
  "symbols": ["N", "N", "C", "C", "C", "C", "H", "H", "H", "H", "H", "H", "H", "H", "H", "H"],
  "xyz": [[-1.55, 0.95, 1.22], [2.54, -0.57, 0.20], [1.14, -0.63, 0.34], [-0.98, -0.11, -0.99], [-1.35, 1.17, -0.20], [0.33, -0.85, -0.72], [-2.21, 1.60, -0.70], [3.06, -0.78, 1.04], [0.71, -1.48, -1.52], [-1.03, 0.15, 1.55], [-1.84, -0.76, -0.74], [-2.52, 0.75, 1.43], [0.78, -0.42, 1.34], [-1.01, 0.17, -2.04], [-0.57, 1.92, -0.44], [2.84, -1.10, -0.60]],
  "lowdin_charge": [0.0000, 0.0389, -0.2220, -0.2203, -0.3090, -0.1237, 0.1007, 0.0719, 0.0852, 0.0314, 0.0994, 0.0651, 0.0946, 0.1024, 0.1049, 0.0805],
  "total_energy_ha": -267.86240,
  "lumo_energy_ev": 1.16,
  "homo_energy_ev": -7.832,
  "e_above_lowest_kcal_mol": 39.5,
  "gap_ev": 8.990
}



No. 2
{
  "formula": "C26H40FN3O9",
  "method": "ωB97M-V/def2-TZVPD",
  "symbols": ["F", "O", "O", "O", "O", "O", "O", "O", "O", "O", "N", "N", "N", "C", "C", "C", "C", "C", "C", "C", "C", "C", "C", "C", "C", "C", "C", "C", "C", "C", "C", "C", "C", "C", "C", "C", "C", "C", "C", "H", "H", "H", "H", "H", "H", "H", "H", "H", "H", "H", "H", "H", "H", "H", "H", "H", "H", "H", "H", "H", "H", "H", "H", "H", "H", "H", "H", "H", "H", "H", "H", "H", "H", "H", "H", "H", "H", "H", "H"],
  "xyz": [[-4.55, 0.05, -1.39], [1.20, 0.88, 4.76], [4.68, -0.07, -1.36], [-3.40, -4.31, -3.80], [-0.39, 2.51, 1.83], [-1.40, 5.94, -2.55], [1.81, 0.16, 6.72], [1.86, -1.29, 4.97], [-2.10, -5.20, -5.44], [-2.23, -3.04, -5.27], [-1.61, -1.69, 1.90], [-0.36, -0.74, 0.08], [-2.57, -1.86, -0.27], [2.71, 3.72, 1.33], [-1.73, 2.75, -0.32], [-1.75, -0.96, 0.59], [-3.84, -6.89, -5.56], [1.51, 4.78, 1.44], [1.64, -0.20, 5.44], [4.01, -1.35, -1.24], [-2.65, -4.20, -4.74], [-3.82, 2.16, -2.66], [-2.60, 1.48, -0.25], [3.82, -1.03, 7.42], [3.13, 3.32, -0.16], [-2.53, 0.42, 0.95], [1.06, 0.66, 3.36], [-0.65, 3.13, 0.77], [3.70, 1.02, -1.46], [0.26, 4.43, 0.48], [-2.47, -6.52, -5.03], [3.76, 1.81, -0.07], [-1.11, 5.08, -1.68], [-1.94, 3.71, -1.55], [-3.65, 1.21, -1.40], [-2.93, 3.43, -2.71], [-2.81, -1.88, -4.67], [0.05, 5.31, -0.62], [2.32, -0.87, 7.58], [-2.69, -1.89, -3.59], [1.87, 5.85, 1.20], [4.07, -1.38, 6.42], [4.21, -1.74, 8.14], [0.56, 1.53, 2.93], [1.79, -1.81, 7.42], [3.63, 4.24, 1.80], [-2.17, 0.84, 1.94], [1.10, 4.80, 2.51], [0.20, -1.50, 0.53], [-2.30, -1.00, -5.07], [-1.06, -1.14, 2.57], [2.05, 0.56, 2.90], [2.67, 0.52, -1.58], [0.45, -0.22, 3.15], [-2.17, -1.97, -1.21], [3.95, 3.98, -0.63], [-4.55, 1.98, -3.51], [3.12, 1.22, 0.69], [-3.88, -6.75, -6.64], [-3.63, 0.09, 1.14], [4.82, 1.86, 0.36], [-3.87, -1.82, -4.94], [-3.00, 4.18, -3.57], [2.50, 2.82, 1.99], [3.11, -1.33, -0.53], [-0.29, -0.99, -0.93], [-2.42, -6.62, -3.94], [4.73, -2.14, -0.82], [-2.63, -2.82, 0.13], [-1.73, -7.20, -5.44], [0.74, 6.21, -0.79], [-1.21, -2.63, 1.76], [3.95, 1.70, -2.34], [3.72, -1.74, -2.29], [2.09, -0.55, 8.61], [4.32, -0.06, 7.55], [2.26, 3.23, -0.90], [-4.62, -6.25, -5.13], [-4.09, -7.93, -5.33]],
  "lowdin_charge": [-0.0542, 0.0146, -0.2439, 0.1192, 0.0079, 0.0223, 0.0304, 0.1160, 0.0312, 0.0024, 0.0487, 0.0610, 0.0709, -0.1902, 0.0148, -0.5896, -0.0677, -0.1447, -0.5854, -0.1407, -0.5885, 0.0238, -0.0250, -0.0691, -0.1821, -0.0729, -0.0425, -0.1855, -0.2046, -0.0953, -0.2169, -0.1673, -0.2803, -0.0281, -0.0572, 0.0046, -0.0423, 0.0453, -0.2185, 0.0774, 0.1189, 0.0746, 0.0793, 0.0491, 0.1238, 0.1243, 0.1106, 0.1211, 0.0716, 0.0954, 0.0451, 0.0943, 0.1132, 0.0671, 0.0573, 0.1167, 0.1047, 0.0992, 0.0827, 0.1297, 0.1225, 0.1032, 0.1151, 0.0913, 0.0858, 0.0709, 0.1238, 0.0977, 0.0836, 0.1226, 0.1335, 0.0787, 0.1303, 0.0999, 0.1220, 0.0820, 0.1049, 0.0753, 0.0803],
  "total_energy_ha": -1955.75015,
  "lumo_energy_ev": -1.73,
  "homo_energy_ev": -9.253,
  "gap_ev": 7.519
}



No. 3
{
  "formula": "C20H49Cl3IN14O12P2",
  "method": "ωB97M-V/def2-TZVPD",
  "symbols": ["I", "Cl", "Cl", "Cl", "P", "P", "O", "O", "O", "O", "O", "O", "O", "O", "O", "O", "O", "O", "N", "N", "N", "N", "N", "N", "N", "N", "N", "N", "N", "N", "N", "N", "C", "C", "C", "C", "C", "C", "C", "C", "C", "C", "C", "C", "C", "C", "C", "C", "C", "C", "C", "C", "H", "H", "H", "H", "H", "H", "H", "H", "H", "H", "H", "H", "H", "H", "H", "H", "H", "H", "H", "H", "H", "H", "H", "H", "H", "H", "H", "H", "H", "H", "H", "H", "H", "H", "H", "H", "H", "H", "H", "H", "H", "H", "H", "H", "H", "H", "H", "H", "H"],
  "xyz": [[-0.28, -5.48, 0.84], [5.54, 1.61, 5.36], [3.85, -1.27, -1.14], [1.13, 0.44, -1.29], [-1.89, 0.94, 0.46], [-3.74, 1.35, 1.64], [5.74, 5.87, 7.54], [-1.14, -2.52, -3.81], [4.15, -4.34, 0.62], [-4.44, 2.83, 0.96], [-3.42, 1.67, 3.32], [-5.33, 0.16, -6.92], [0.75, 5.97, -0.50], [-3.91, 1.53, -2.80], [-4.84, 0.22, 1.43], [-3.31, -3.55, -8.14], [1.46, 0.46, 2.99], [-0.65, 4.80, 0.44], [-5.36, 0.63, -9.13], [7.41, 5.12, 8.85], [4.73, -6.52, 0.56], [-5.85, 1.99, -1.75], [0.14, 2.65, 1.21], [-4.06, -5.64, -8.52], [0.35, 5.68, 0.64], [-7.15, 1.12, -7.84], [-0.31, -0.49, -4.34], [-3.99, -4.83, -6.41], [6.32, 3.69, 7.48], [5.83, -5.09, 1.93], [-1.78, -1.52, -5.72], [-5.85, 1.31, -3.91], [-0.20, -1.23, 2.27], [-5.91, 0.60, -7.90], [4.86, -5.26, 1.01], [-5.12, 1.61, -2.82], [-1.08, -1.57, -4.58], [-0.43, 1.31, 1.61], [6.44, 4.95, 7.93], [3.50, -1.66, 1.80], [0.69, 0.11, 1.79], [-3.76, -4.60, -7.72], [0.79, -3.59, 1.22], [3.46, 1.94, 3.48], [1.48, 2.86, 1.87], [3.86, 1.00, 4.77], [-0.35, -2.39, 1.14], [1.59, -0.18, 0.44], [-0.74, 3.84, 1.58], [2.86, 1.15, 6.06], [2.87, -1.00, 0.45], [1.83, 1.86, 3.10], [-4.40, 3.54, 1.70], [-2.79, 1.01, 3.73], [-1.25, -0.88, 2.73], [-0.49, -1.98, 0.02], [4.06, 1.55, 2.55], [0.23, -0.49, -3.49], [-0.44, 4.37, 2.58], [5.60, 3.52, 6.79], [-4.35, -5.69, -6.04], [6.42, -5.83, 2.27], [-4.42, 0.25, -9.22], [-2.04, -0.45, 0.11], [2.30, 2.67, 1.02], [-3.77, -4.08, -5.77], [3.20, 0.35, 6.87], [-0.89, 1.47, 2.70], [4.12, -0.80, 2.35], [8.01, 4.38, 9.19], [1.31, -3.67, 2.26], [0.38, -1.71, 3.20], [-0.25, 0.30, -4.96], [-4.43, -6.52, -8.19], [-6.86, 1.37, -3.95], [7.54, 6.06, 9.22], [4.02, -6.69, -0.13], [6.89, 2.92, 7.79], [-1.89, 3.57, 1.68], [5.31, -7.28, 0.87], [1.56, -3.47, 0.32], [2.87, 2.21, 6.57], [-6.85, 2.06, -1.75], [-7.65, 1.49, -8.63], [3.99, -0.14, 4.52], [-5.35, 1.02, -4.74], [-1.75, -0.74, -6.37], [-5.82, 0.99, -9.94], [1.68, 3.97, 2.24], [4.32, -2.49, 1.55], [2.72, -2.04, 2.59], [-2.37, -2.31, -5.94], [-1.38, -2.94, 1.37], [1.76, 0.82, 5.75], [-5.34, 2.22, -0.91], [-7.61, 1.12, -6.93], [-3.90, -5.51, -9.51], [3.74, 3.06, 3.78], [5.96, -4.15, 2.30], [1.28, 2.29, 4.07], [0.30, 2.73, 0.16]],
  "lowdin_charge": [0.7152, 0.5648, 0.5609, 0.5658, 0.9181, 0.5336, 0.0184, 0.0081, -0.0152, -0.2589, -0.2534, 0.0143, 0.0623, -0.0024, -0.3896, 0.0145, -0.1302, -0.0874, 0.1573, 0.1494, 0.1662, 0.1586, -0.1112, 0.1496, -0.0149, 0.1528, 0.1470, 0.1583, 0.1148, 0.1600, 0.1756, 0.1629, -0.1211, -0.7108, -0.6936, -0.7180, -0.7175, -0.4282, -0.7226, -0.1065, -0.3455, -0.7177, -0.6402, -0.1406, -0.0719, -0.6212, -0.3095, -0.4407, -0.0799, -0.1485, -0.5185, -0.2648, 0.0971, 0.0774, 0.1187, 0.1118, 0.1240, 0.0239, 0.1784, 0.0136, 0.1010, 0.1054, 0.1152, -0.0209, 0.1731, 0.1025, 0.0999, 0.1437, 0.0779, 0.0983, 0.0549, 0.1378, 0.1004, 0.0986, 0.0962, 0.1147, 0.1184, 0.0883, 0.1331, 0.1052, 0.0643, 0.0999, 0.1021, 0.1007, 0.1052, 0.0792, 0.1038, 0.1009, 0.1637, 0.0746, 0.0838, 0.0796, 0.0794, 0.0866, 0.0557, 0.1066, 0.1128, 0.1400, 0.1065, 0.1609, 0.1575],
  "total_energy_ha": -4821.55425,
  "lumo_energy_ev": -3.61,
  "charge": 1,
  "homo_energy_ev": -10.813,
  "e_above_lowest_kcal_mol": 216.1,
  "gap_ev": 7.202
}



No. 4
{
  "formula": "C2H79O40",
  "method": "ωB97M-V/def2-TZVPD",
  "symbols": ["O", "O", "O", "O", "O", "O", "O", "O", "O", "O", "O", "O", "O", "O", "O", "O", "O", "O", "O", "O", "O", "O", "O", "O", "O", "O", "O", "O", "O", "O", "O", "O", "O", "O", "O", "O", "O", "O", "O", "O", "C", "C", "H", "H", "H", "H", "H", "H", "H", "H", "H", "H", "H", "H", "H", "H", "H", "H", "H", "H", "H", "H", "H", "H", "H", "H", "H", "H", "H", "H", "H", "H", "H", "H", "H", "H", "H", "H", "H", "H", "H", "H", "H", "H", "H", "H", "H", "H", "H", "H", "H", "H", "H", "H", "H", "H", "H", "H", "H", "H", "H", "H", "H", "H", "H", "H", "H", "H", "H", "H", "H", "H", "H", "H", "H", "H", "H", "H", "H", "H", "H"],
  "xyz": [[28.27, -2.17, -24.91], [20.41, -0.04, -22.74], [23.21, -1.19, -23.81], [20.97, -6.57, -21.45], [22.44, -1.31, -18.11], [24.27, -5.32, -26.84], [27.89, -5.00, -26.07], [27.32, -3.19, -18.63], [25.40, -2.09, -17.13], [24.57, -2.80, -23.20], [19.53, -2.71, -19.39], [22.57, -1.72, -28.43], [21.01, -6.67, -24.57], [20.08, -4.02, -24.80], [25.46, 2.79, -26.70], [20.90, -1.41, -25.82], [22.80, 3.83, -24.12], [25.15, -1.28, -28.29], [18.28, -1.22, -21.55], [24.40, -5.56, -18.88], [18.47, -4.99, -21.19], [23.43, -7.59, -20.76], [22.84, 2.79, -21.40], [20.19, 3.05, -24.06], [21.90, -4.11, -18.43], [17.51, -5.03, -24.03], [25.85, -4.29, -20.96], [27.27, 1.24, -24.26], [17.75, -0.28, -25.50], [21.50, 0.49, -20.10], [27.63, 0.04, -26.91], [28.47, -5.13, -21.85], [24.38, 1.38, -24.27], [26.71, -6.15, -23.80], [24.16, -5.45, -23.96], [29.00, -0.20, -22.60], [19.28, 1.72, -19.56], [25.60, -1.55, -25.56], [19.83, -0.28, -27.98], [26.44, -1.25, -21.78], [23.55, -2.09, -23.01], [22.59, -2.45, -21.94], [23.30, -1.45, -17.71], [22.20, -1.56, -21.43], [17.58, -5.88, -24.46], [23.89, 0.57, -24.15], [19.64, -1.06, -28.50], [22.60, -7.25, -21.10], [19.07, -2.15, -18.77], [24.82, -1.63, -25.02], [18.92, -4.22, -20.83], [20.54, -4.84, -24.62], [25.33, -2.83, -16.52], [27.44, 1.94, -23.64], [27.56, -0.76, -26.39], [21.76, -3.02, -22.36], [27.62, 0.45, -23.84], [26.78, -2.57, -18.14], [24.21, -1.34, -28.13], [27.58, -5.67, -26.68], [27.18, 0.71, -26.39], [21.05, -0.53, -23.26], [28.04, -5.47, -22.63], [21.34, -7.17, -23.82], [22.79, -4.40, -18.61], [22.33, -2.05, -27.56], [17.94, -5.31, -20.46], [18.94, -0.85, -22.13], [24.23, -4.53, -23.74], [26.63, -4.62, -21.42], [21.79, -1.86, -28.97], [24.88, -5.24, -19.64], [29.16, -2.18, -24.56], [20.05, -3.30, -18.83], [23.02, 4.68, -24.48], [21.64, -1.25, -25.25], [29.40, -5.29, -22.00], [23.52, -5.81, -23.34], [26.32, -1.80, -24.99], [21.02, -7.28, -25.30], [25.52, -1.10, -27.42], [25.38, -3.78, -21.63], [20.55, -7.43, -21.39], [18.55, -0.05, -25.02], [25.78, -0.65, -21.43], [27.53, -5.26, -25.22], [23.61, -7.05, -19.99], [25.06, -5.63, -18.19], [19.31, -4.04, -24.24], [20.16, 2.64, -23.20], [26.31, 3.14, -26.43], [17.08, 0.30, -25.15], [23.01, 2.88, -22.34], [24.98, -1.36, -16.68], [17.46, -5.23, -23.09], [28.14, -3.06, -25.24], [21.38, -4.91, -18.43], [25.07, 2.46, -25.89], [20.59, -2.29, -25.58], [25.79, -5.90, -23.95], [19.99, -0.60, -27.10], [23.34, -5.53, -26.97], [22.07, 3.34, -21.24], [19.95, 1.19, -20.00], [18.77, -1.58, -20.81], [20.25, -5.94, -21.37], [29.25, -0.91, -23.19], [24.43, -5.52, -25.92], [21.09, 3.34, -24.15], [23.03, -2.98, -21.09], [20.84, 0.10, -21.90], [23.50, 3.25, -24.41], [26.84, -3.33, -19.45], [28.14, -0.47, -22.26], [21.88, -0.07, -19.42], [18.90, 1.14, -18.91], [22.13, -2.20, -18.31], [25.94, -1.91, -22.25], [22.23, 1.04, -20.38], [25.23, 1.10, -24.63], [26.65, -7.02, -23.40]],
  "lowdin_charge": [-0.0213, -0.0296, -0.0259, -0.0381, -0.0281, -0.0445, -0.0434, -0.0667, -0.0261, -0.0789, -0.0311, -0.0351, -0.0295, -0.0441, -0.0305, -0.0307, -0.0373, -0.0817, -0.0596, -0.0437, -0.0261, -0.0630, -0.0385, -0.0609, -0.0463, -0.0358, -0.0339, -0.0389, -0.0476, -0.0518, -0.0549, -0.0416, -0.0418, -0.0457, -0.0275, -0.0426, -0.0685, -0.0350, -0.0648, -0.0184, -0.6664, 0.0233, 0.0120, 0.0600, 0.0422, 0.0138, 0.0159, -0.0404, 0.0673, 0.0083, 0.0202, -0.0143, 0.0664, 0.0586, -0.0205, 0.0942, 0.0006, -0.0321, -0.0437, 0.0456, -0.0133, 0.0173, -0.0135, 0.0259, 0.0132, 0.0297, 0.0621, -0.0246, 0.0244, 0.0171, 0.0421, 0.0092, 0.0509, 0.0130, 0.0730, 0.0248, 0.0483, 0.0587, 0.0014, 0.0583, -0.0355, 0.0104, 0.0625, 0.0126, 0.0589, -0.0191, -0.0138, 0.0638, 0.0126, 0.0037, 0.0313, 0.0285, -0.0037, 0.0569, 0.0048, 0.0234, 0.0576, -0.0219, 0.0173, -0.0023, -0.0354, 0.0205, 0.0474, -0.0406, -0.0341, 0.0116, 0.0141, -0.0221, -0.0354, 0.0723, -0.0016, 0.0198, -0.0156, -0.0074, 0.0160, 0.0168, -0.0043, -0.0032, 0.0375, 0.0009, 0.0763],
  "total_energy_ha": -3133.40462,
  "lumo_energy_ev": 0.81,
  "charge": -1,
  "homo_energy_ev": -6.190,
  "e_above_lowest_kcal_mol": 90.9,
  "gap_ev": 7.004
}